A 10-piece molecular cluster, C48H108F24N6P4 overall at a distorted geometry, computed with the ωB97M-V functional and the def2-TZVPD basis.

electronic energy	-162842.1801	eV
gap between HOMO and LUMO	6.04	eV
energy above the lowest of the compared OMol25 structures with the same formula, charge and spin	726.3	kJ/mol
total charge	+2
spin multiplicity	1

Each atom is followed by the atoms it is bonded to, with distances in Å.
Cartesian coordinates (Å):
1 C -6.059 3.785 6.933  C2 1.503, H10 1.090, H11 1.090, H12 1.090
2 C -5.750 5.115 7.560  C1 1.503, C3 1.516, H13 1.090, H14 1.090
3 C -6.503 6.261 6.916  C2 1.516, N4 1.555, H15 1.090, H16 1.090
4 N -6.176 7.696 7.419  C3 1.555, C5 1.455, C6 1.552, C9 1.565
5 C -4.740 7.850 7.595  N4 1.455, H17 1.090, H18 1.090, H19 1.090
6 C -6.859 8.844 6.630  N4 1.552, C7 1.599, H20 1.090, H21 1.090
7 C -8.264 9.107 7.344  C6 1.599, C8 1.520, H22 1.090, H23 1.090
8 C -8.075 8.564 8.752  C7 1.520, C9 1.511, H24 1.090, H25 1.090
9 C -6.665 8.035 8.866  N4 1.565, C8 1.511, H26 1.090, H27 1.090
10 H -5.348 3.010 7.219  C1 1.090
11 H -6.060 3.844 5.844  C1 1.090
12 H -7.047 3.497 7.291  C1 1.090
13 H -4.664 5.204 7.519  C2 1.090
14 H -6.013 5.127 8.618  C2 1.090
15 H -7.570 6.182 7.127  C3 1.090
16 H -6.295 6.374 5.852  C3 1.090
17 H -4.186 7.695 6.669  C5 1.090
18 H -4.484 7.193 8.426  C5 1.090
19 H -4.475 8.841 7.964  C5 1.090
20 H -6.283 9.762 6.749  C6 1.090
21 H -6.870 8.478 5.603  C6 1.090
22 H -8.586 10.144 7.251  C7 1.090
23 H -9.031 8.639 6.726  C7 1.090
24 H -8.224 9.363 9.479  C8 1.090
25 H -8.813 7.784 8.937  C8 1.090
26 H -6.065 8.823 9.323  C9 1.090
27 H -6.649 7.238 9.610  C9 1.090
28 C -11.775 14.562 -0.177  C29 1.491, H37 1.090, H38 1.090, H39 1.090
29 C -11.194 13.469 -1.009  C28 1.491, C30 1.567, H40 1.090, H41 1.090
30 C -9.791 12.946 -0.549  C29 1.567, N31 1.512, H42 1.090, H43 1.090
31 N -8.817 12.474 -1.604  C30 1.512, C32 1.475, C33 1.540, C36 1.580
32 C -8.310 13.632 -2.363  N31 1.475, H44 1.090, H45 1.090, H46 1.090
33 C -9.381 11.346 -2.488  N31 1.540, C34 1.509, H47 1.090, H48 1.090
34 C -9.418 10.078 -1.671  C33 1.509, C35 1.527, H49 1.090, H50 1.090
35 C -8.082 10.135 -0.934  C34 1.527, C36 1.546, H51 1.090, H52 1.090
36 C -7.684 11.629 -0.898  N31 1.580, C35 1.546, H53 1.090, H54 1.090
37 H -11.132 15.441 -0.125  C28 1.090
38 H -11.870 14.057 0.785  C28 1.090
39 H -12.742 14.825 -0.605  C28 1.090
40 H -11.140 13.719 -2.069  C29 1.090
41 H -11.874 12.620 -0.946  C29 1.090
42 H -9.862 12.175 0.219  C30 1.090
43 H -9.313 13.832 -0.131  C30 1.090
44 H -7.510 13.291 -3.020  C32 1.090
45 H -7.896 14.369 -1.674  C32 1.090
46 H -9.121 14.093 -2.926  C32 1.090
47 H -8.698 11.123 -3.308  C33 1.090
48 H -10.344 11.641 -2.905  C33 1.090
49 H -9.397 9.242 -2.370  C34 1.090
50 H -10.348 10.130 -1.104  C34 1.090
51 H -7.383 9.671 -1.629  C35 1.090
52 H -7.913 9.495 -0.068  C35 1.090
53 H -6.755 11.771 -1.450  C36 1.090
54 H -7.471 12.081 0.071  C36 1.090
55 C -13.503 11.507 12.557  C56 1.506, H64 1.090, H65 1.090, H66 1.090
56 C -14.781 11.751 11.798  C55 1.506, C57 1.542, H67 1.090, H68 1.090
57 C -16.100 11.106 12.267  C56 1.542, N58 1.522, H69 1.090, H70 1.090
58 N -16.351 9.689 11.772  C57 1.522, C59 1.547, C60 1.507, C63 1.573
59 C -15.725 8.717 12.799  N58 1.547, H71 1.090, H72 1.090, H73 1.090
60 C -15.845 9.360 10.391  N58 1.507, C61 1.543, H74 1.090, H75 1.090
61 C -16.621 8.139 9.856  C60 1.543, C62 1.479, H76 1.090, H77 1.090
62 C -17.974 8.513 10.322  C61 1.479, C63 1.483, H78 1.090, H79 1.090
63 C -17.862 9.296 11.576  N58 1.573, C62 1.483, H80 1.090, H81 1.090
64 H -12.735 12.234 12.292  C55 1.090
65 H -13.009 10.574 12.286  C55 1.090
66 H -13.605 11.562 13.641  C55 1.090
67 H -14.580 11.648 10.732  C56 1.090
68 H -14.937 12.827 11.881  C56 1.090
69 H -16.903 11.611 11.729  C57 1.090
70 H -16.379 11.291 13.304  C57 1.090
71 H -16.264 8.756 13.745  C59 1.090
72 H -14.676 8.983 12.937  C59 1.090
73 H -15.680 7.686 12.448  C59 1.090
74 H -14.796 9.068 10.452  C60 1.090
75 H -16.043 10.223 9.757  C60 1.090
76 H -16.245 7.239 10.343  C61 1.090
77 H -16.611 8.075 8.768  C61 1.090
78 H -18.678 7.681 10.306  C62 1.090
79 H -18.422 9.124 9.538  C62 1.090
80 H -18.186 8.852 12.518  C63 1.090
81 H -18.452 10.212 11.587  C63 1.090
82 C -11.849 3.906 2.587  C83 1.539, H91 1.090, H92 1.090, H93 1.090
83 C -13.368 3.658 2.580  C82 1.539, C84 1.593, H94 1.090, H95 1.090
84 C -13.791 3.451 4.102  C83 1.593, N85 1.563, H96 1.090, H97 1.090
85 N -15.188 2.773 4.283  C84 1.563, C86 1.569, C87 1.539, C90 1.535
86 C -16.366 3.620 3.686  N85 1.569, H98 1.090, H99 1.090, H100 1.090
87 C -15.186 1.415 3.559  N85 1.539, C88 1.594, H101 1.090, H102 1.090
88 C -16.336 0.513 4.195  C87 1.594, C89 1.528, H103 1.090, H104 1.090
89 C -16.661 1.261 5.487  C88 1.528, C90 1.509, H105 1.090, H106 1.090
90 C -15.534 2.246 5.682  N85 1.535, C89 1.509, H107 1.090, H108 1.090
91 H -11.568 4.779 3.176  C82 1.090
92 H -11.494 4.056 1.567  C82 1.090
93 H -11.186 3.144 2.998  C82 1.090
94 H -13.634 2.779 1.994  C83 1.090
95 H -13.912 4.520 2.195  C83 1.090
96 H -13.726 4.340 4.729  C84 1.090
97 H -13.083 2.695 4.441  C84 1.090
98 H -17.213 2.951 3.533  C86 1.090
99 H -15.953 4.011 2.757  C86 1.090
100 H -16.565 4.472 4.338  C86 1.090
101 H -15.315 1.710 2.518  C87 1.090
102 H -14.238 0.895 3.421  C87 1.090
103 H -17.144 0.585 3.466  C88 1.090
104 H -16.003 -0.524 4.191  C88 1.090
105 H -17.495 1.957 5.395  C89 1.090
106 H -16.892 0.488 6.220  C89 1.090
107 H -15.829 3.039 6.369  C90 1.090
108 H -14.674 1.646 5.980  C90 1.090
109 C -21.557 7.240 0.621  C110 1.555, H118 1.090, H119 1.090, H120 1.090
110 C -22.215 6.462 -0.554  C109 1.555, C111 1.562, H121 1.090, H122 1.090
111 C -23.457 5.588 -0.187  C110 1.562, N112 1.541, H123 1.090, H124 1.090
112 N -24.167 4.919 -1.379  C111 1.541, C113 1.578, C114 1.511, C117 1.509
113 C -23.203 3.967 -2.188  N112 1.578, H125 1.090, H126 1.090, H127 1.090
114 C -24.803 6.002 -2.221  N112 1.511, C115 1.529, H128 1.090, H129 1.090
115 C -25.958 5.316 -2.951  C114 1.529, C116 1.532, H130 1.090, H131 1.090
116 C -26.413 4.314 -1.885  C115 1.532, C117 1.490, H132 1.090, H133 1.090
117 C -25.295 4.014 -0.948  N112 1.509, C116 1.490, H134 1.090, H135 1.090
118 H -20.577 7.595 0.306  C109 1.090
119 H -21.438 6.578 1.480  C109 1.090
120 H -22.114 8.137 0.891  C109 1.090
121 H -21.433 5.915 -1.081  C110 1.090
122 H -22.456 7.191 -1.327  C110 1.090
123 H -24.198 6.132 0.399  C111 1.090
124 H -23.137 4.803 0.498  C111 1.090
125 H -22.366 4.561 -2.554  C113 1.090
126 H -23.697 3.506 -3.043  C113 1.090
127 H -22.734 3.348 -1.423  C113 1.090
128 H -24.048 6.512 -2.819  C114 1.090
129 H -25.241 6.703 -1.511  C114 1.090
130 H -25.694 5.030 -3.969  C115 1.090
131 H -26.803 5.996 -3.059  C115 1.090
132 H -26.871 3.383 -2.219  C116 1.090
133 H -27.310 4.713 -1.413  C116 1.090
134 H -25.076 2.946 -0.957  C117 1.090
135 H -25.467 4.096 0.125  C117 1.090
136 C -20.367 -5.243 -0.184  C137 1.588, H145 1.090, H146 1.090, H147 1.090
137 C -19.956 -6.349 -1.247  C136 1.588, C138 1.581, H148 1.090, H149 1.090
138 C -20.768 -6.141 -2.586  C137 1.581, N139 1.526, H150 1.090, H151 1.090
139 N -20.229 -7.114 -3.632  C138 1.526, C140 1.578, C141 1.553, C144 1.558
140 C -18.837 -6.528 -4.091  N139 1.578, H152 1.090, H153 1.090, H154 1.090
141 C -20.212 -8.636 -3.329  N139 1.553, C142 1.482, H155 1.090, H156 1.090
142 C -20.155 -9.460 -4.560  C141 1.482, C143 1.530, H157 1.090, H158 1.090
143 C -20.878 -8.532 -5.537  C142 1.530, C144 1.592, H159 1.090, H160 1.090
144 C -21.240 -7.159 -4.816  N139 1.558, C143 1.592, H161 1.090, H162 1.090
145 H -19.796 -5.183 0.743  C136 1.090
146 H -21.432 -5.349 0.020  C136 1.090
147 H -20.247 -4.338 -0.779  C136 1.090
148 H -20.074 -7.352 -0.836  C137 1.090
149 H -18.887 -6.139 -1.295  C137 1.090
150 H -20.723 -5.129 -2.989  C138 1.090
151 H -21.831 -6.285 -2.394  C138 1.090
152 H -18.888 -5.530 -4.526  C140 1.090
153 H -18.334 -7.156 -4.827  C140 1.090
154 H -18.120 -6.443 -3.275  C140 1.090
155 H -19.248 -8.869 -2.877  C141 1.090
156 H -21.014 -8.829 -2.617  C141 1.090
157 H -19.175 -9.573 -5.024  C142 1.090
158 H -20.530 -10.479 -4.465  C142 1.090
159 H -20.203 -8.458 -6.390  C143 1.090
160 H -21.775 -9.001 -5.943  C143 1.090
161 H -21.224 -6.253 -5.421  C144 1.090
162 H -22.223 -7.305 -4.369  C144 1.090
163 P -15.265 10.761 3.581  F164 1.684, F165 1.645, F166 1.609, F167 1.671, F168 1.668, F169 1.637
164 F -14.467 9.989 4.847  P163 1.684
165 F -16.775 10.345 4.085  P163 1.645
166 F -15.096 12.077 4.490  P163 1.609
167 F -16.031 11.602 2.357  P163 1.671
168 F -13.785 11.122 2.901  P163 1.668
169 F -15.328 9.353 2.748  P163 1.637
170 P -12.213 3.647 10.366  F171 1.585, F172 1.542, F173 1.715, F174 1.661, F175 1.603, F176 1.613
171 F -12.056 2.181 9.786  P170 1.585
172 F -12.853 4.243 9.096  P170 1.542
173 F -13.839 3.463 10.882  P170 1.715
174 F -12.274 5.171 11.024  P170 1.661
175 F -11.674 3.050 11.753  P170 1.603
176 F -10.711 3.844 9.815  P170 1.613
177 P -20.389 -5.857 8.568  F178 1.619, F179 1.639, F180 1.675, F181 1.616, F182 1.602, F183 1.664
178 F -20.912 -7.354 8.240  P177 1.619
179 F -19.056 -6.423 9.336  P177 1.639
180 F -19.605 -5.502 7.130  P177 1.675
181 F -20.243 -4.388 9.225  P177 1.616
182 F -21.765 -5.515 7.824  P177 1.602
183 F -21.467 -6.239 9.776  P177 1.664
184 P -17.840 1.070 -2.489  F185 1.688, F186 1.700, F187 1.582, F188 1.623, F189 1.619, F190 1.662
185 F -19.199 0.302 -3.132  P184 1.688
186 F -18.289 2.514 -3.267  P184 1.700
187 F -18.595 1.613 -1.208  P184 1.582
188 F -16.487 1.880 -2.106  P184 1.623
189 F -17.378 -0.151 -1.531  P184 1.619
190 F -17.039 0.271 -3.706  P184 1.662

Results of the Mulliken charge analysis, in e, for atoms 1 through 2: number 1, C, carries -1.363; number 2, C, carries -0.301